DFT (ωB97M-V/def2-TZVPD) results for a molecular structure, C50H41F2N8Tc.

Computed properties:
HOMO energy (spin up / spin down): -9.808 / -9.881 eV
Gap between HOMO and LUMO (spin up / spin down): 6.26 / 5.74 eV
Lowest unoccupied orbital energy (spin up / spin down): -3.5426 / -4.1385 eV
Net charge: +1
2S+1: 4
Electronic energy: -2648.3015 a.u.

Element x y z (Å)
Tc (1.04, -0.63, 0.84)
C (-4.59, -0.09, 1.54)
C (-3.69, 0.95, 1.41)
C (-2.34, 0.74, 1.65)
C (-1.89, -0.51, 2.03)
C (-2.79, -1.56, 2.17)
C (-4.14, -1.35, 1.92)
N (-0.50, -0.75, 2.24)
C (-0.11, -1.25, 3.42)
C (-0.89, -1.27, 4.62)
C (-0.38, -1.85, 5.74)
C (0.90, -2.45, 5.76)
C (1.67, -2.46, 4.64)
C (1.18, -1.83, 3.47)
N (1.78, -1.84, 2.26)
N (2.70, -2.75, 2.03)
C (2.95, -2.79, 0.72)
C (3.96, -3.67, 0.21)
C (4.23, -3.66, -1.16)
C (3.67, -2.70, -1.96)
C (2.86, -1.62, -1.33)
N (2.21, -2.03, -0.10)
H (-5.64, 0.07, 1.36)
H (-4.04, 1.94, 1.13)
H (-1.63, 1.55, 1.54)
H (-2.43, -2.55, 2.44)
H (-4.83, -2.17, 2.02)
H (-1.87, -0.81, 4.62)
H (-0.97, -1.84, 6.65)
H (1.26, -2.90, 6.67)
H (2.65, -2.91, 4.61)
H (4.44, -4.33, 0.91)
H (4.88, -4.42, -1.58)
H (3.85, -2.68, -3.02)
H (2.10, -1.25, -2.01)
C (-1.50, 0.02, -4.47)
C (-2.74, 0.70, -3.97)
C (-3.95, 0.59, -4.65)
C (-5.10, 1.21, -4.18)
C (-5.07, 1.97, -3.02)
C (-3.88, 2.09, -2.32)
C (-2.73, 1.46, -2.79)
N (-1.51, 1.59, -2.05)
C (-1.00, 0.61, -1.27)
N (-1.79, -0.46, -1.13)
C (-1.50, -1.76, -0.67)
C (-0.39, -2.07, 0.10)
C (-0.27, -3.40, 0.51)
C (-1.20, -4.36, 0.20)
C (-2.31, -4.02, -0.57)
C (-2.48, -2.72, -1.01)
C (-3.70, -2.35, -1.82)
N (0.20, 0.72, -0.70)
C (0.95, 1.82, -1.27)
C (1.66, 1.57, -2.44)
C (2.34, 2.58, -3.10)
C (2.33, 3.86, -2.59)
C (1.60, 4.13, -1.44)
C (0.87, 3.13, -0.78)
C (-0.03, 3.53, 0.35)
H (-1.59, -0.20, -5.54)
H (-1.35, -0.94, -3.95)
H (-0.62, 0.62, -4.31)
H (-3.99, 0.01, -5.56)
H (-6.03, 1.11, -4.74)
H (-5.96, 2.46, -2.66)
H (-3.82, 2.66, -1.41)
H (-0.99, 2.45, -2.11)
H (-2.71, -0.35, -1.53)
H (0.58, -3.71, 1.11)
H (-1.07, -5.38, 0.54)
H (-3.05, -4.76, -0.82)
H (-4.32, -3.22, -1.98)
H (-3.44, -1.95, -2.80)
H (-4.31, -1.60, -1.30)
H (1.64, 0.57, -2.85)
H (2.88, 2.36, -4.02)
H (2.86, 4.66, -3.08)
H (1.56, 5.14, -1.05)
H (0.24, 4.51, 0.74)
H (0.01, 2.82, 1.17)
H (-1.07, 3.59, 0.01)
F (0.21, 3.16, 4.84)
C (0.98, 2.77, 3.82)
C (0.65, 1.61, 3.15)
C (1.41, 1.15, 2.08)
C (2.53, 1.94, 1.71)
C (2.80, 3.12, 2.40)
F (3.85, 3.88, 2.05)
C (2.05, 3.56, 3.47)
C (3.33, 1.43, 0.60)
C (4.42, 2.09, -0.03)
C (4.92, 1.60, -1.25)
C (4.53, 0.39, -1.71)
C (3.74, -0.46, -0.79)
N (2.90, 0.27, 0.15)
H (-0.24, 1.11, 3.50)
H (2.30, 4.47, 3.99)
H (4.78, 3.02, 0.37)
H (5.60, 2.22, -1.82)
H (4.89, -0.02, -2.65)
H (4.49, -0.99, -0.17)